No. 1
Density functional theory data (ωB97M-V/def2-TZVPD) for a structure of composition C18H18CrFIN2 in a non-equilibrium geometry.

Summary:
- multiplicity = 5
- E_HOMO (spin up / spin down) (eV) = -7.73 / -7.97
- frontier orbital gap (spin up / spin down) (Eh) = 0.2611 / 0.1813
- lowest unoccupied orbital energy (spin up / spin down) (eV) = -0.623 / -3.036

XYZ file:
```
41
Properties=species:S:1:pos:R:3:forces:R:3
I -3.246 -0.710 -1.695 -0.8378 0.0128 -0.7826
Cr -1.516 -0.932 0.166 3.2792 3.5049 0.9545
F 4.150 -2.191 2.954 -0.7817 0.1893 -0.5099
N -1.239 1.432 0.340 0.3286 0.6974 -0.7793
N 0.066 -0.204 -1.521 -0.0098 0.3360 -0.0697
C 0.741 -1.004 -2.358 0.2792 0.6234 -0.4935
C 0.180 1.141 -1.642 0.3424 -1.1154 -0.6339
C 2.579 -0.603 2.085 -0.7781 -0.3324 -0.4729
C -2.590 -0.254 1.759 -1.3836 -2.9631 1.2036
C 1.620 0.886 -3.579 -0.3862 -1.0650 0.3765
C 1.549 -0.502 -3.398 -0.5179 0.3375 0.7173
C 0.536 -1.413 0.969 -1.0964 -0.5037 -0.4802
C -1.601 -2.969 -0.353 -2.0072 -2.8966 -0.5610
C 2.261 -3.007 1.733 -0.2121 0.4945 -0.5607
C -1.526 3.632 1.338 -0.0633 -0.7656 -0.3617
C 1.082 -2.703 0.999 0.8569 -0.1250 1.0078
C -0.188 3.396 -0.618 -0.2482 -0.7604 0.2220
C 0.904 1.685 -2.712 -0.2420 0.4207 0.4585
C -0.711 4.216 0.373 -0.2149 -0.4689 0.1430
C 1.321 -0.372 1.442 1.4003 0.0426 0.8659
C -1.805 2.255 1.252 0.4309 0.7679 -0.2122
C -0.444 2.003 -0.605 -0.4301 0.8563 0.5419
C 2.988 -1.933 2.253 -0.0484 0.1882 0.1304
H 3.194 0.235 2.440 -0.2685 -0.5266 -0.0806
H 0.886 2.757 -2.852 0.2153 -0.1327 -0.0943
H 0.990 0.665 1.331 0.1262 -0.2965 0.2000
H -1.106 -3.424 -1.234 0.0843 0.8076 0.4525
H 2.083 -1.186 -4.037 0.0734 -0.0620 -0.0562
H -1.983 4.193 2.151 0.1118 -0.0126 -0.2728
H 0.427 3.807 -1.401 0.0251 0.1302 0.1405
H 0.658 -2.089 -2.214 -0.1175 0.5523 0.0914
H 2.209 1.319 -4.369 0.0461 0.0553 -0.1639
H -2.944 -1.314 1.900 -0.1259 0.4898 0.4907
H 2.605 -4.047 1.856 -0.0740 0.7126 -0.1165
H -2.538 1.858 1.959 0.6886 0.0307 -0.4668
H -2.186 0.046 2.748 0.2525 -0.2103 -0.7217
H -1.293 -3.492 0.576 0.1207 0.8751 -0.2495
H 0.606 -3.533 0.474 0.0657 0.1466 0.3914
H -2.679 -3.212 -0.488 0.7513 0.0832 0.1144
H -0.508 5.280 0.384 0.0497 -0.0825 -0.0225
H -3.533 0.287 1.598 0.3155 -0.0355 -0.3399
```
Positions in Å, forces in eV/Å.



No. 2
Density functional theory data (ωB97M-V/def2-TZVPD) for the ion C2H6N3S2 with charge +1 in a non-equilibrium geometry.

Summary:
- E_HOMO (eV) = -12.14
- frontier orbital gap (Eh) = 0.2864
- SMILES string = [NH3+][C@@H]1NNC(=S)S1
- charge = +1
- lowest unoccupied orbital energy (eV) = -4.350

XYZ file:
```
13
Properties=species:S:1:pos:R:3:forces:R:3
S 3.553 -0.248 0.333 0.3838 -0.1222 0.3470
S 1.018 1.311 0.369 -0.6101 -0.9720 -0.7289
N -1.566 0.781 0.388 -1.0892 -0.6295 3.1517
N 1.200 -1.108 -0.419 -1.4241 -4.1473 -1.4500
N -0.186 -0.936 -0.461 0.0287 0.6128 -1.6908
C 1.958 -0.195 0.136 1.5300 1.7404 0.2636
C -0.460 0.450 -0.527 1.6213 2.7741 1.3460
H -2.453 0.468 0.090 -1.7007 -0.4698 -1.2747
H 1.492 -2.083 -0.755 -0.0378 2.3277 0.7713
H -1.748 1.737 0.760 0.8723 -0.2168 -0.8766
H -0.675 -1.413 0.259 -0.2442 -0.5265 0.9428
H -0.655 1.020 -1.451 0.1568 -1.0463 -0.0781
H -1.477 0.218 1.278 0.5133 0.6754 -0.7235
```
Positions in Å, forces in eV/Å.